No. 1
The following is a quantum chemistry calculation of a structure of composition C27H28InN4O4Si, from the OMol25 dataset.

Calculated values
charge: -1
LUMO level: 2.27 eV
spin multiplicity: 1
ΔE to the lowest compared entry with this formula, charge and spin: 16.2 kcal per mole
HOMO level: -5.58 eV
F_max: 0.9 eV/Å
energy: -2045.45367 a.u.
frontier orbital gap: 0.289 Ha

Geometry as XYZ:
```
65
C27H28InN4O4Si wB97M-V/def2-TZVPD
H 1.7806 -0.4708 -5.5345
Si 2.0538 1.0534 -0.7830
H 4.2377 -3.2929 0.4446
O -4.3422 -3.7401 4.4494
H 2.0126 0.6194 1.9739
C 5.9118 -0.4502 -0.3190
C -1.8154 0.4275 -3.0242
In -0.3389 0.3216 -0.0451
C -0.6537 -2.6479 0.5559
C 1.9486 0.2342 -3.5173
O -4.0440 -1.5960 5.1064
H -4.1253 1.8853 -3.4326
C -3.6011 -2.1196 2.8943
C -1.9402 -2.1271 1.1789
N 0.6040 0.1492 4.9914
C 1.5277 0.3729 4.0606
C -0.9744 0.1965 3.2032
C -2.6515 1.1747 -1.9864
C 1.7952 2.6002 -3.2094
O -0.3222 -3.8030 0.7414
C 5.7024 -1.7760 0.0424
O 0.0081 -1.7799 -0.1461
H -2.4309 0.0678 -3.8522
H -1.2844 -0.4676 6.3978
C -3.5638 -0.5126 1.1236
H 1.4975 3.7653 -4.9872
H -2.0679 -3.6258 2.7041
N -0.0355 0.3997 2.3011
C 1.2423 0.4788 2.7181
H 2.3170 -1.8175 0.0244
C 4.4096 -2.2608 0.1650
H -4.0657 2.8283 -1.9359
H 5.0024 1.4134 -0.8382
N -1.6252 -0.2385 5.4784
C -0.6606 0.0265 4.5768
N -2.4352 -1.0215 0.6219
C -3.4590 2.2839 -2.6628
H -1.0423 1.0831 -3.4389
C -2.5095 -2.7302 2.2897
H -2.3810 2.1739 -0.0719
C 3.5149 -0.0886 -0.4344
H -1.1587 2.5513 -1.2759
H 2.0629 -0.7673 -3.1136
H 1.7965 3.4718 -2.5633
H 2.4396 2.3925 -0.2326
C 1.6256 2.7703 -4.5780
H 6.9204 -0.0666 -0.4160
H 2.5528 0.4586 4.4019
C 1.6211 1.6676 -5.4196
H -2.7849 3.0017 -3.1393
H 1.4882 1.7970 -6.4867
H -1.3195 -0.4449 -2.5863
H -2.0007 0.1425 2.8735
C 1.7862 0.3961 -4.8850
H 6.5477 -2.4276 0.2276
H -5.0209 -0.5183 2.6974
C -4.1635 -1.0126 2.2606
H -2.5125 -0.7039 5.2126
C 3.3239 -1.4237 -0.0695
C -1.7724 1.7369 -0.8701
C 1.9591 1.3318 -2.6511
C 4.8273 0.3806 -0.5550
H -3.9580 0.3644 0.6201
H -3.3584 0.4598 -1.5521
C -4.0983 -2.5466 4.2759
```

These are the Mulliken partial charges, in e, on atoms 1 to 5: atom 1 (H): 0.369, atom 2 (Si): 0.036, atom 3 (H): 0.439, atom 4 (O): -0.694, atom 5 (H): 0.361

No. 2
The following is a quantum chemistry calculation of a structure of composition C27H28KN7O2 at a distorted geometry, from the OMol25 dataset.

Calculated values
LUMO level: -0.08 eV
spin multiplicity: 1
ΔE to the lowest compared entry with this formula, charge and spin: 4.0 kcal per mole
HOMO level: -7.92 eV
F_max: 1.5 eV/Å
energy: -2179.43597 a.u.
frontier orbital gap: 0.288 Ha

Geometry as XYZ:
```
65
C27H28KN7O2 wB97M-V/def2-TZVPD
C -1.7027 -5.4870 -0.3336
H -3.8268 -1.7630 2.6710
H 0.2806 3.1397 -2.7724
H 1.5162 -1.2299 2.9839
C -1.7614 -3.5285 -1.6822
H -2.9760 0.2654 -1.6933
N 5.3412 4.0321 0.3202
H 5.2155 0.8044 -1.0358
H 0.7460 0.2622 2.4725
C -0.4775 -3.5134 0.2233
N 2.2274 -0.4222 -0.0927
C 2.9049 3.5109 1.0428
H -0.4431 2.3468 -4.9828
N -1.4808 2.6635 -1.7765
C 4.2616 3.8040 0.6442
O -1.2555 -0.2386 -3.4351
H 0.6737 -3.3270 2.0207
C 2.0096 2.9579 0.1338
K -0.0488 -0.3884 -1.3443
H -1.0892 4.0903 -3.3449
H -2.0491 1.9478 -4.3317
C -2.4019 -0.9965 1.2512
N -0.9271 -2.8859 -0.8653
H 3.0715 -0.1128 -1.9441
H 1.4551 -2.7011 0.5647
H 3.6030 0.1962 2.9019
H -2.0016 -6.5064 -0.1230
H 5.4816 0.9443 1.4450
H 0.8282 3.5430 3.7045
O 0.7643 0.7213 -3.2255
C -0.7852 3.0999 -2.9974
C 2.3549 -0.3220 1.2286
C -1.1872 -1.3303 2.1193
C -4.7639 -0.9743 0.8983
C 2.4881 3.7295 2.3498
C -0.9911 2.0545 -4.0827
H 3.1734 4.1545 3.0722
H -1.3841 -2.2766 2.6403
C -0.4510 0.7236 -3.5687
C -0.8342 -4.8221 0.5201
C 1.1946 3.3874 2.6979
H -0.4443 -5.3071 1.4064
C 4.4264 0.4806 -0.3693
H -0.6426 2.5299 1.9637
C 0.5021 -2.7528 1.0952
C 3.2423 -0.0307 -0.8728
H -5.7728 -1.1953 1.2250
C -2.1819 -4.8305 -1.4545
C 4.5671 0.5589 1.0099
C 1.1555 -0.6776 2.0985
C -3.6836 -1.2859 1.7076
H -5.3516 -0.1653 -1.0143
N 0.7710 2.6100 0.4709
N -2.1823 -0.4277 0.0712
C 3.5229 0.1468 1.8216
H -1.1228 -0.5726 2.9050
H -2.4771 2.8248 -1.8568
H 2.3122 2.7637 -0.8915
H -2.0904 -2.9676 -2.5542
C -3.2253 -0.1446 -0.7174
C 0.3767 2.8270 1.7273
C -4.5349 -0.3981 -0.3433
H -1.1467 3.1595 -0.9610
H -2.8605 -5.3155 -2.1436
N 0.0879 -1.3834 1.4024
```

These are the Mulliken partial charges, in e, on atoms 1 to 5: atom 1 (C): -0.428, atom 2 (H): 0.473, atom 3 (H): 0.087, atom 4 (H): 0.408, atom 5 (C): -0.395

No. 3
The following is a quantum chemistry calculation of a structure of composition C27H28N2O4P2SW at a distorted geometry, from the OMol25 dataset.

Calculated values
charge: +2
LUMO level (spin up / spin down): -8.41 / -8.64 eV
spin multiplicity: 3
ΔE to the lowest compared entry with this formula, charge and spin: 33.5 kcal per mole
HOMO level (spin up / spin down): -14.32 / -14.35 eV
F_max: 8.5 eV/Å
energy: -2603.54053 a.u.
frontier orbital gap (spin up / spin down): 0.217 / 0.210 Ha
expectation value of S²: 2.016

Geometry as XYZ:
```
65
C27H28N2O4P2SW wB97M-V/def2-TZVPD
H -1.8242 2.4817 -1.7571
C -5.3953 0.8973 0.5303
H -2.0124 1.7290 2.3609
C 3.9461 1.5647 4.2308
C -0.8464 -2.6774 -3.9536
H -2.4908 3.5063 -0.4300
N 1.7844 0.1326 1.5171
C 3.9327 -0.3729 2.8219
O -2.4834 -1.2774 1.6959
H -0.3575 -1.6751 -0.2916
N -1.8006 -0.2965 -1.2444
C 5.6881 -0.1180 4.4479
C -4.1019 -0.8099 -0.6276
C 1.7636 -2.2915 -1.6612
H 0.9668 -0.8020 -4.0728
S 3.0692 -1.0723 1.4742
H 5.5802 -1.7493 2.9910
H -3.6990 -4.1817 -2.8748
W -0.0242 -0.0548 0.2231
C 2.5093 0.4823 -2.0290
C -1.8391 -3.6573 -3.8123
O 2.5799 -2.3880 1.7877
C 5.0970 1.0836 4.8696
C 0.2326 -0.5072 -3.3120
H 2.2446 1.5325 -1.8658
C -5.2847 -0.3906 0.0439
H -1.8980 3.4860 1.9729
H 2.5734 -2.3402 -0.9262
H -0.1208 0.5193 -3.4918
H 0.9444 3.1857 -1.0615
O 3.9124 -0.9037 0.3094
C -2.8735 -3.4623 -2.9292
H 5.5447 1.6287 5.7028
C -4.3756 1.8324 0.3025
C -2.1563 2.5008 -0.7098
H 2.8223 0.3378 -3.0708
P 1.1153 -0.6025 -1.7043
H -0.4777 2.6071 2.6770
H 2.1111 -2.5617 -2.6647
C -0.8781 -1.5091 -3.1905
H 1.2837 3.3935 0.6984
C -1.3503 2.5314 2.0095
C -3.0569 0.1540 -0.8426
C -3.8882 -2.1016 -1.1156
H 6.5870 -0.5021 4.9403
H 3.3237 0.2029 -1.3543
C 3.3456 0.7993 3.2149
C -2.9045 -2.3170 -2.0778
H -6.2825 1.2044 1.0866
O 1.5548 2.2195 2.5806
H 0.0017 4.3916 -0.0963
H -0.0325 -2.8074 -4.6693
C 5.1253 -0.8456 3.3816
P -0.7078 2.1453 0.3542
C 2.1372 1.1394 2.4300
C 0.5037 3.4105 -0.0796
C -3.2346 1.4910 -0.4214
C -1.4783 -0.8350 1.2559
H -4.4771 2.8523 0.6731
C -1.8689 -1.3219 -2.1972
H 3.4839 2.5050 4.5058
H 0.9520 -2.9578 -1.3526
H -4.6361 -2.8832 -0.9335
H -6.0976 -1.1139 0.1554
H -1.7617 -4.5609 -4.4240
```

These are the Mulliken partial charges, in e, on atoms 1 to 5: atom 1 (H): 0.362, atom 2 (C): -0.989, atom 3 (H): 0.368, atom 4 (C): -0.414, atom 5 (C): -0.518

No. 4
The following is a quantum chemistry calculation of a structure of composition C27H28N4V at a distorted geometry, from the OMol25 dataset.

Calculated values
charge: +1
LUMO level (spin up / spin down): -2.99 / -3.29 eV
spin multiplicity: 3
HOMO level (spin up / spin down): -10.20 / -10.29 eV
F_max: 1.6 eV/Å
energy: -2208.51853 a.u.
frontier orbital gap (spin up / spin down): 0.265 / 0.257 Ha
expectation value of S²: 2.022

Geometry as XYZ:
```
60
C27H28N4V wB97M-V/def2-TZVPD
C -0.7414 1.5210 -3.8903
H -1.3682 -3.4521 2.5250
H 4.5097 0.4604 1.7982
H -0.8410 3.2807 -0.1966
C 0.5042 1.6806 1.5261
C 2.1663 3.4944 2.9213
H -1.3102 -5.2666 -1.3397
C -1.3428 -4.3826 -0.7167
N 1.6194 -0.7007 0.5784
C -0.7184 -1.0219 2.9530
C -1.3861 -2.1150 0.8550
C -1.4046 0.8527 -4.9131
C -1.3652 -4.5083 0.6605
C 0.7972 3.7122 2.8417
H -3.1060 -0.2186 0.7444
H 1.4137 2.8893 -0.8204
H -2.6843 -1.7278 -3.1353
H 0.9355 3.1906 -2.4987
H -1.3921 -1.5882 3.5996
H -2.4497 0.8439 2.0157
C 3.3182 -2.3444 0.3435
C -0.0074 2.8194 2.1481
H 5.2589 -1.7573 1.0563
H 0.3595 4.5818 3.3151
C -1.3489 -3.1307 -1.3221
H 3.6083 -3.3330 0.0202
C 4.2259 -1.4654 0.9219
H 3.7774 2.1976 2.4413
C -1.3875 -0.2167 -2.3299
C -2.6032 -0.1913 1.7071
C -1.2215 2.6970 -1.0301
H -0.2389 2.4552 -4.1013
C 1.8979 1.4484 1.6732
H 1.8178 1.7061 -2.0862
C -2.1003 -0.3099 -4.6286
V -0.0742 0.2284 0.1990
N -0.1922 1.7070 -1.4548
C 2.7128 2.3620 2.3460
C 2.0221 -1.9192 0.1790
N -1.2844 -0.8656 1.6017
H 2.8028 4.1959 3.4431
C -0.7424 0.9931 -2.6146
C -1.3919 -1.9723 -0.5486
C 2.4798 0.1653 1.1757
H 1.2634 -2.5447 -0.2781
H -2.1307 2.1707 -0.7356
H -1.0709 3.0323 2.0889
H -1.3969 1.2565 -5.9156
C 1.0696 2.4182 -1.7396
H -1.3622 -5.4834 1.1264
C -1.3767 -3.3614 1.4479
C -2.1039 -0.8421 -3.3456
H 0.2411 -1.5324 2.8932
H -1.4591 3.3594 -1.8652
H -0.5712 -0.0308 3.3763
C 3.8084 -0.2161 1.3359
N -1.2789 -0.6490 -1.0014
H -3.2160 -0.6966 2.4565
H -1.2870 -3.0622 -2.3970
H -2.6535 -0.8136 -5.4099
```

These are the Mulliken partial charges, in e, on atoms 1 to 5: atom 1 (C): -0.484, atom 2 (H): 0.389, atom 3 (H): 0.457, atom 4 (H): 0.435, atom 5 (C): 0.317